# 1
{
  "formula": "C25H76N10O13",
  "method": "wB97M-V/def2-TZVPD",
  "elements": ["C", "O", "H", "H", "H", "H", "C", "O", "H", "H", "H", "H", "C", "O", "N", "N", "H", "H", "H", "H", "C", "O", "N", "N", "H", "H", "H", "H", "C", "O", "N", "N", "H", "H", "H", "H", "C", "O", "N", "N", "H", "H", "H", "H", "C", "O", "N", "N", "H", "H", "H", "H", "C", "C", "C", "O", "H", "H", "H", "H", "H", "H", "H", "H", "C", "C", "C", "O", "H", "H", "H", "H", "H", "H", "H", "H", "C", "C", "C", "O", "H", "H", "H", "H", "H", "H", "H", "H", "C", "C", "C", "O", "H", "H", "H", "H", "H", "H", "H", "H", "C", "C", "C", "O", "H", "H", "H", "H", "H", "H", "H", "H", "C", "C", "C", "O", "H", "H", "H", "H", "H", "H", "H", "H"],
  "xyz": [[-0.4247, 0.2771, -0.2089], [-0.1299, -1.0385, 0.2280], [0.1734, 0.4065, -1.1246], [-0.1141, 1.0482, 0.4184], [-1.5270, 0.3759, -0.3172], [-0.7173, -1.3284, 0.9099], [-3.4166, 3.7739, -0.1155], [-2.7440, 2.6118, -0.5987], [-4.0087, 3.6063, 0.7735], [-4.0879, 4.1269, -0.9293], [-2.6810, 4.6013, -0.0163], [-2.1159, 2.9077, -1.2903], [-2.5299, -1.8857, 2.3474], [-2.1712, -2.7710, 1.4145], [-3.7919, -1.6176, 2.5734], [-1.6812, -1.3178, 3.1788], [-4.4583, -2.3247, 2.1540], [-4.0726, -0.8174, 3.1592], [-0.7054, -1.6502, 3.2389], [-1.8511, -0.6128, 3.9530], [2.9024, 0.4470, -3.2202], [2.9705, 1.5417, -4.0178], [1.8504, -0.1897, -2.9551], [3.9521, -0.2046, -2.7074], [0.8946, 0.1095, -3.2677], [1.8820, -1.0755, -2.4341], [4.8890, 0.1776, -2.9384], [3.9750, -0.9662, -2.0536], [-5.0990, 0.3108, 0.1135], [-6.0514, -0.5872, 0.4036], [-3.9248, 0.3002, 0.7024], [-5.2284, 1.2415, -0.8115], [-3.9356, -0.5382, 1.3856], [-3.1691, 0.9695, 0.7352], [-6.0580, 1.1609, -1.4371], [-4.5348, 1.9135, -0.9657], [0.7674, 4.9664, 0.0205], [0.2999, 5.9534, -0.7991], [0.0283, 4.1104, 0.5944], [1.9993, 4.9111, 0.4818], [-0.9855, 4.1444, 0.4557], [0.3656, 3.3379, 1.2154], [2.5992, 5.6553, 0.0194], [2.4903, 4.1014, 0.9730], [3.2821, -2.7451, -0.7652], [3.8749, -3.9224, -1.0691], [2.0205, -2.4264, -0.9693], [4.0305, -1.7401, -0.3273], [1.4472, -3.2074, -1.2793], [1.5750, -1.5971, -0.5788], [5.0379, -1.9261, -0.1710], [3.7194, -0.8340, -0.0805], [1.1923, -5.2075, 0.4571], [0.3707, -5.2968, -0.7925], [-0.9882, -4.6193, -0.6778], [0.9377, -4.8353, -1.7933], [0.8957, -5.8358, 1.2784], [1.2654, -4.1891, 0.9386], [2.2194, -5.4463, 0.1326], [0.1770, -6.3261, -0.9953], [-0.8162, -3.6006, -0.4153], [-1.5129, -5.0206, 0.1833], [-1.6143, -4.7429, -1.6157], [1.7003, -5.3416, -1.9972], [5.0640, 1.1974, 0.3254], [3.8129, 2.0533, 0.2772], [2.5617, 1.2662, 0.1748], [3.6139, 2.9147, 1.1537], [5.8811, 1.9143, 0.2625], [5.0180, 0.5751, -0.4952], [5.0621, 0.7699, 1.3092], [3.9008, 2.5503, -0.6984], [1.7911, 2.0083, -0.1748], [2.3247, 0.7769, 1.0840], [2.6747, 0.5173, -0.5953], [4.4516, 3.3805, 1.1432], [-2.2016, 2.5660, -3.9830], [-0.7416, 2.2001, -3.8235], [-0.0305, 2.8745, -2.5666], [-0.5985, 0.9955, -3.6061], [-2.7103, 2.9960, -3.1349], [-2.7581, 1.7926, -4.4913], [-2.2482, 3.3815, -4.6688], [-0.0962, 2.5646, -4.6860], [0.9757, 2.4426, -2.5229], [-0.5777, 2.6703, -1.7144], [-0.0276, 3.9655, -2.7569], [-1.4092, 0.5387, -3.3545], [0.2550, 1.5659, 3.1376], [-1.0687, 2.0931, 3.7466], [-2.1530, 2.2113, 2.7221], [-1.6171, 1.4302, 4.6349], [0.8823, 1.2407, 3.9759], [0.7948, 2.2344, 2.5644], [0.0162, 0.7179, 2.4804], [-0.8486, 3.0534, 4.1947], [-3.1439, 2.5669, 2.9466], [-2.2945, 1.2430, 2.3520], [-1.8912, 2.7263, 1.8360], [-1.2947, 1.6801, 5.4728], [3.3842, -0.6595, 3.0381], [2.1247, -1.5438, 2.8350], [2.4844, -2.9850, 3.1038], [1.1450, -1.3114, 3.5914], [4.0095, -0.8862, 3.9395], [3.1564, 0.4439, 3.1018], [4.0937, -0.7737, 2.2191], [1.7838, -1.3823, 1.8533], [1.6028, -3.5749, 3.0489], [2.9754, -3.1114, 4.0287], [3.1011, -3.2736, 2.3056], [1.4410, -0.8523, 4.3782], [-3.6562, -2.5758, -2.3675], [-2.5850, -1.5994, -2.0549], [-1.4016, -1.9326, -2.9328], [-2.9965, -0.4212, -2.1661], [-3.5806, -3.4663, -1.8124], [-3.6002, -2.8654, -3.3632], [-4.6017, -2.1513, -2.1322], [-2.3085, -1.7945, -1.0057], [-0.5362, -1.5616, -2.4423], [-1.4508, -1.5609, -4.0142], [-1.2306, -3.0293, -3.0266], [-3.3623, -0.1092, -1.3507]],
  "atomic_forces_ev_per_a": [[-1.14, -1.35, -1.38], [1.34, 0.59, -0.38], [-0.85, 0.10, 0.02], [0.64, 1.15, 1.56], [0.89, 0.08, -0.58], [-0.87, -0.60, 0.58], [0.33, 1.44, -1.88], [0.37, 0.14, 0.29], [0.21, -0.33, 0.22], [0.03, -0.05, 0.61], [-0.62, -0.30, 0.45], [-0.54, -0.35, 0.48], [2.38, -4.86, -2.75], [-1.13, 3.82, 3.70], [-3.75, -0.84, -0.02], [2.89, 1.63, 2.12], [0.71, 1.74, 0.73], [-0.09, -1.27, -0.22], [-0.74, 0.27, -0.52], [-0.45, -1.26, -1.57], [2.91, 5.37, -4.74], [-0.03, -4.46, 3.85], [-6.85, -2.33, 0.94], [4.56, 1.57, -0.51], [1.37, 0.00, 0.13], [0.12, 0.67, -0.68], [-1.23, -0.40, 0.15], [-0.48, -0.03, -0.32], [-4.55, -3.15, 0.62], [4.01, 3.52, -1.17], [1.40, -2.84, 2.93], [-3.66, -0.12, -2.06], [0.52, 2.09, -1.54], [-0.64, 0.23, -0.63], [1.20, 0.33, 0.97], [1.03, 0.67, -0.49], [-0.44, 6.97, -4.01], [2.02, -4.65, 3.51], [-4.92, -4.77, 2.37], [4.36, 1.82, -0.85], [0.99, -0.08, -0.02], [-0.38, 1.52, -1.10], [-0.86, -1.60, 0.96], [-1.26, 1.50, -1.15], [2.96, -5.37, -1.54], [-2.93, 5.01, 1.33], [-1.23, -0.34, -0.40], [3.53, -0.06, 1.22], [-0.27, 0.11, -0.11], [0.03, -0.59, 0.26], [-1.26, 0.01, -0.16], [-0.61, 0.34, 0.30], [1.38, 1.20, 1.08], [-5.76, -3.10, 6.67], [-0.54, -1.01, -0.22], [3.92, 4.65, -7.99], [-0.27, -0.64, 0.08], [-0.30, -0.72, -0.90], [-0.14, -0.08, 0.54], [-0.44, -1.58, 0.46], [-0.12, 1.05, -0.20], [-0.31, -0.16, -0.02], [0.84, 0.20, 1.14], [1.53, -0.35, -0.58], [-0.36, 2.71, 2.32], [0.20, -5.96, -8.14], [-0.88, 0.50, -1.67], [0.84, 5.73, 7.34], [0.53, -0.33, -0.14], [0.42, -1.46, -1.49], [0.50, -0.90, 0.33], [-0.04, 0.01, -0.59], [0.33, -1.06, 0.51], [-0.55, -0.29, 1.05], [-0.37, 0.00, -0.40], [0.14, 1.16, 1.03], [0.26, 1.30, -1.03], [0.88, 9.56, 0.26], [0.16, 1.87, -3.52], [0.70, -11.06, 0.70], [-0.20, -0.53, 0.65], [-0.27, -0.51, 0.29], [-0.06, 0.81, -0.73], [-0.95, -0.49, 0.45], [-0.15, 0.35, 0.06], [-0.84, -0.63, 1.92], [0.45, -0.35, 0.58], [-0.14, -0.18, 0.10], [-1.78, -2.05, 1.34], [3.26, 6.39, -6.62], [0.20, 0.82, -1.58], [-3.93, -7.08, 6.99], [0.03, 0.00, -0.30], [1.03, 1.73, -0.90], [0.29, -0.04, 0.43], [0.41, 1.12, -0.49], [-0.13, 0.34, 1.09], [-0.24, -1.81, -0.29], [0.65, 0.86, -0.89], [0.38, -0.08, 1.75], [0.31, 1.08, 0.62], [6.86, -2.00, -2.64], [0.18, 0.43, -1.66], [-6.52, 3.12, 5.76], [-0.86, -0.14, -0.37], [-0.01, -0.99, -0.13], [-0.25, -0.17, -0.10], [-0.14, -0.14, -1.85], [-0.79, -0.57, 0.12], [0.54, -0.07, 1.16], [1.28, -1.03, -0.96], [-0.33, 0.01, 0.42], [-0.75, -0.27, 0.69], [2.57, -8.04, 1.46], [0.45, -0.68, -1.53], [-1.75, 8.73, -2.11], [0.26, -1.21, 0.90], [-0.30, -0.35, -2.13], [-1.03, 0.35, 0.07], [0.44, -0.22, -0.07], [1.16, 0.57, 0.08], [-0.19, -0.19, 1.50], [-0.32, 0.73, 0.22], [-0.44, 0.42, 0.55]],
  "e_above_lowest_ev": 4.552,
  "mol_weight_g_mol": 724.9,
  "gap_ha": 0.315,
  "e_homo_ev": -8.9,
  "fmax_ev_per_a": 11.11,
  "multiplicity": 1
}

=====

# 2
{
  "formula": "C2H2BrP",
  "method": "wB97M-V/def2-TZVPD",
  "elements": ["C", "C", "P", "Br", "H", "H"],
  "xyz": [[-1.1018, -0.1151, 0.4242], [-1.9591, -0.0514, -0.4189], [2.9584, 1.3005, 0.3117], [3.0369, -0.8614, -0.1010], [-0.4891, -0.1830, 1.1654], [-2.4453, -0.0897, -1.3814]],
  "atomic_forces_ev_per_a": [[-4.17, 0.40, -4.23], [0.96, -0.26, -0.54], [0.01, -0.56, -0.11], [-0.03, 0.56, 0.11], [3.42, -0.30, 4.09], [-0.18, 0.17, 0.68]],
  "e_above_lowest_ev": 2.660,
  "mol_weight_g_mol": 136.9,
  "gap_ha": [0.256, 0.254],
  "e_homo_ev": [-8.6, -8.6],
  "fmax_ev_per_a": 5.96,
  "multiplicity": 1
}

=====

# 3
{
  "formula": "C17H43FN4NbO6S",
  "method": "wB97M-V/def2-TZVPD",
  "elements": ["C", "O", "C", "C", "C", "C", "C", "C", "C", "C", "C", "C", "Nb", "C", "C", "C", "C", "O", "S", "O", "O", "F", "H", "H", "H", "H", "H", "H", "H", "H", "H", "H", "H", "H", "H", "H", "H", "H", "H", "H", "H", "H", "H", "H", "H", "H", "H", "H", "H", "H", "H", "H", "H", "H", "H", "H", "H", "C", "O", "N", "N", "H", "H", "H", "H", "C", "O", "N", "N", "H", "H", "H", "H"],
  "xyz": [[5.7019, -0.9501, 1.5212], [4.5360, -1.2129, 2.2958], [3.4298, -1.5711, 1.4531], [2.7002, -0.3326, 0.8512], [3.2841, 0.1209, -0.5423], [2.7301, -0.8027, -1.6863], [2.8484, -0.1978, -3.1257], [1.6599, 0.7149, -3.5606], [1.3092, 1.8715, -2.5639], [0.2870, 1.4483, -1.4424], [-1.2133, 1.5904, -1.9224], [-2.1411, 2.1448, -0.7660], [-2.6012, 0.5984, 0.8571], [-3.3741, -0.9622, -0.5977], [-2.5958, -2.3327, -0.5009], [-1.4859, -2.3543, -1.6362], [-0.8624, -3.7973, -1.6049], [0.0391, -4.0236, -2.6998], [-5.0046, 1.5424, 0.9008], [-4.9103, 3.0330, 0.8519], [-5.7429, 1.0845, 2.1173], [-5.8296, 1.1204, -0.4996], [5.6938, -1.4905, 0.5443], [6.6351, -1.1701, 2.0797], [5.7525, 0.1364, 1.2501], [3.7526, -2.3017, 0.6760], [2.7031, -2.1124, 2.1030], [2.7556, 0.5676, 1.5099], [1.6087, -0.5234, 0.7174], [4.3910, 0.0557, -0.5953], [3.0208, 1.1900, -0.6597], [1.7106, -1.1893, -1.4508], [3.3821, -1.7136, -1.6765], [2.8864, -1.0696, -3.8262], [3.8375, 0.3013, -3.2217], [1.9779, 1.2152, -4.5109], [0.7319, 0.1592, -3.8164], [0.7663, 2.6435, -3.1657], [2.1979, 2.3958, -2.1519], [0.4051, 0.3875, -1.1463], [0.4202, 2.0496, -0.5137], [-1.5872, 0.6195, -2.3269], [-1.2530, 2.3181, -2.7639], [-3.1227, 2.4907, -1.1676], [-1.5978, 3.0009, -0.3050], [-2.9610, -0.5412, 2.2494], [-2.1694, 1.8340, 2.1339], [-0.8964, 0.0134, 0.7038], [-4.4483, -1.1849, -0.3623], [-3.3760, -0.6326, -1.6652], [-2.0459, -2.4781, 0.4522], [-3.2429, -3.2133, -0.7281], [-1.9461, -2.1287, -2.6275], [-0.7096, -1.5834, -1.4511], [-1.6958, -4.5409, -1.6992], [-0.3656, -4.0112, -0.6398], [-0.3823, -3.5990, -3.4497], [5.2758, 3.3501, 0.5358], [5.8430, 2.6036, -0.2478], [5.2559, 4.7046, 0.3771], [4.6138, 2.8944, 1.6338], [4.7962, 5.3331, 1.0073], [5.7325, 5.0785, -0.4220], [4.6054, 1.9007, 1.7840], [4.1420, 3.4883, 2.2884], [-6.7500, -1.8200, 4.2697], [-6.2097, -2.5917, 3.4897], [-6.7531, -0.4739, 4.0943], [-7.4015, -2.2598, 5.3923], [-7.1943, 0.1636, 4.7279], [-6.2786, -0.0974, 3.2704], [-7.4191, -3.2489, 5.5535], [-7.8523, -1.6521, 6.0478]],
  "atomic_forces_ev_per_a": [[0.30, 1.03, -0.47], [0.32, -0.53, -0.88], [-1.16, 0.24, 0.66], [0.62, 0.41, -0.87], [-0.75, -0.51, 0.07], [0.84, -0.11, 0.03], [-0.71, -0.94, 0.18], [0.91, 1.03, -0.10], [-1.07, 0.02, -0.17], [-0.41, -0.02, -0.42], [0.08, 0.34, 0.45], [0.66, -0.19, 0.19], [2.26, -1.31, -2.42], [-1.36, -0.86, 0.63], [1.03, 0.75, -1.48], [-0.12, -1.09, 1.13], [-0.97, 0.45, -0.64], [0.11, 0.06, 0.60], [-1.02, 2.92, 1.93], [-0.48, -2.68, -0.47], [0.64, 0.46, -2.76], [0.03, 0.23, 1.13], [0.08, 0.09, 0.77], [-0.73, -0.15, -0.11], [0.04, -0.71, 0.12], [-0.12, 0.58, 0.29], [0.61, 0.36, -0.27], [0.06, -0.96, 0.05], [0.75, -0.04, 0.13], [-0.64, 0.21, 0.25], [0.09, -0.65, -0.24], [0.59, 0.48, -0.32], [-0.51, 0.53, 0.01], [-0.03, 0.66, 0.34], [-0.69, 0.01, 0.10], [-0.26, -0.45, 0.53], [0.59, 0.06, 0.39], [0.49, -0.40, 0.42], [-0.35, -0.60, -0.28], [0.26, 0.67, -0.10], [-0.02, -0.29, -0.65], [0.25, 0.62, 0.28], [0.05, -0.40, 0.37], [0.60, -0.09, 0.28], [-0.58, -0.22, -0.40], [0.15, 0.25, 0.47], [-0.81, 0.10, 0.39], [-0.20, 0.02, -0.01], [0.71, 0.22, -0.23], [0.01, 0.07, 0.74], [-0.64, -0.02, -0.35], [0.21, 0.68, 0.54], [0.23, -0.33, 0.55], [-0.37, -0.40, -0.03], [0.45, 0.53, 0.20], [0.06, 0.27, -0.62], [0.08, 0.01, -0.20], [0.06, -0.29, -0.13], [-0.04, 0.18, 0.13], [0.13, 0.34, -0.18], [-0.03, -0.26, 0.19], [-0.04, -0.05, 0.01], [-0.03, -0.02, 0.00], [-0.06, 0.03, 0.03], [-0.03, 0.01, -0.03], [0.25, 0.39, -0.42], [-0.21, -0.06, 0.27], [0.21, -0.19, -0.33], [-0.21, -0.42, 0.38], [-0.01, -0.04, 0.04], [-0.22, -0.10, 0.38], [0.02, 0.03, -0.02], [0.03, 0.06, -0.03]],
  "total_charge": -1,
  "mol_weight_g_mol": 543.5,
  "gap_ha": 0.246,
  "e_homo_ev": -5.3,
  "fmax_ev_per_a": 3.64,
  "multiplicity": 1
}